Entry 1:
ORCA calculation (ωB97M-V with the def2-TZVPD basis set) on a structure of composition C2H4ClIOS.

Calculated values
total charge: 0
ΔE to the lowest compared entry with this formula, charge and spin: 0.0 kJ/mol
largest force on an atom: 4.865 eV/A

Last column: Mulliken charge in e.
Atoms and positions in Å:
C -0.8505 -0.9520 -0.2403  -1.23
C 0.0901 0.2302 0.0880  0.26
O 1.3682 0.3023 -0.5282  -0.50
S -0.6948 1.8009 -0.4975  -0.02
Cl 0.3570 3.1231 0.5322  -0.15
I 2.6173 -1.1243 0.2739  0.20
H -0.5404 -1.4668 -1.1682  0.28
H -1.7576 -0.5006 -0.3232  0.48
H -0.6637 -1.7063 0.6060  0.31
H 0.0744 0.2935 1.2574  0.39

***

Entry 2:
ORCA calculation (ωB97M-V with the def2-TZVPD basis set) on a cluster of 3 separate species, C22H43N7O5P in total.

Calculated values
total charge: +1
largest force on an atom: 1.488 eV/A

Last column: Mulliken charge in e.
Atoms and positions in Å:
C -2.4209 -4.1475 4.2929  -1.15
C -3.2145 -4.0444 2.9888  -0.26
N -2.3827 -3.6846 1.8185  -0.20
C -2.7454 -2.4420 1.1744  -0.84
C -2.3039 -1.1511 1.8885  -0.79
C -1.7992 -0.2170 0.7753  0.59
C -1.9687 1.2646 0.9592  -0.38
C -0.8152 1.9936 1.1041  -0.55
C -0.8920 3.3523 1.2699  -0.67
C -2.1466 3.9292 1.3118  -0.65
N -3.2778 3.2368 1.2096  -0.73
C -3.1806 1.9321 1.0345  -0.13
N -2.2191 -0.8831 -0.5678  0.76
C -3.6745 -0.6101 -0.8258  -1.27
O -3.7581 0.5727 -1.5229  -0.25
C -5.1015 0.9475 -1.8818  -0.37
C -5.1602 1.2471 -3.3668  -1.19
P -1.0912 -0.3670 -1.9650  0.66
N -1.8008 -0.4849 -3.2961  -0.67
O -0.5075 1.0395 -1.5658  -0.50
O 0.0503 -1.4443 -1.7216  -0.58
C -2.0300 -2.3645 -0.1892  -0.08
C -2.5716 -3.4758 -1.1098  -1.37
C -2.6753 -3.2839 -2.6073  0.02
N -2.1944 -4.0674 -3.4766  -0.74
H -2.0773 -5.1668 4.4676  0.33
H -3.0424 -3.8671 5.1429  0.34
H -1.5393 -3.5030 4.2749  0.33
H -4.0114 -3.3057 3.1105  0.25
H -3.6950 -5.0004 2.7790  0.44
H -1.4262 -3.5992 2.1471  0.40
H -3.8279 -2.4553 1.0347  0.58
H -1.4247 -1.3964 2.4849  0.30
H -3.0894 -0.7046 2.4932  0.40
H -0.7141 -0.3602 0.7611  0.51
H 0.1519 1.5080 1.0648  0.92
H 0.0040 3.9496 1.3541  0.39
H -2.2503 5.0030 1.4260  0.38
H -4.1178 1.3909 0.9602  0.46
H -4.1262 -1.4603 -1.3419  0.87
H -4.1511 -0.5219 0.1590  0.44
H -5.8023 0.1491 -1.6189  0.41
H -5.3709 1.8216 -1.2836  0.35
H -4.7455 2.2326 -3.5824  0.31
H -4.5821 0.5087 -3.9216  0.29
H -6.1942 1.2404 -3.7136  0.40
H -1.8343 0.3773 -3.8270  0.30
H 0.2978 1.1054 -1.0274  0.32
H 0.8296 -1.1405 -1.2412  0.42
H -0.9916 -2.5474 0.0772  0.68
H -1.9232 -4.3382 -0.9457  0.55
H -3.5569 -3.7711 -0.7340  0.41
H -3.2312 -2.4284 -2.9848  0.32
H -1.6834 -4.8406 -3.0463  0.27
C 3.7845 1.6407 1.6601  -1.11
C 2.9974 2.6514 0.8727  0.80
O 1.9981 2.3466 0.2135  -0.65
N 3.4261 3.9267 0.8967  -0.14
C 4.5850 4.4664 1.5900  -0.91
H 3.3294 0.6634 1.5242  0.21
H 4.8207 1.6184 1.3133  0.10
H 3.7814 1.8881 2.7224  0.49
H 2.8655 4.5600 0.3472  0.26
H 4.2799 5.2331 2.3023  0.31
H 5.2793 4.9112 0.8780  0.29
H 5.1039 3.6780 2.1229  0.36
C 6.1645 0.6470 -1.5493  -1.07
C 7.1794 0.9817 -0.4788  0.86
O 6.8466 1.4500 0.6030  -0.69
N 8.4806 0.7472 -0.7578  -0.20
C 9.0591 0.2047 -1.9730  -0.85
H 5.1767 0.8951 -1.1716  0.04
H 6.3492 1.2221 -2.4566  0.37
H 6.1953 -0.4140 -1.7982  0.37
H 9.1052 0.9920 -0.0048  0.24
H 9.6013 -0.7174 -1.7620  0.29
H 9.7542 0.9167 -2.4186  0.29
H 8.2806 -0.0127 -2.6961  0.31

***

Entry 3:
ORCA calculation (ωB97M-V with the def2-TZVPD basis set) on a cluster of 2 separate species, CH8NP3 in total.

Calculated values
multiplicity: 3
total charge: 0
⟨S²⟩: 2.0304
ΔE to the lowest compared entry with this formula, charge and spin: 24.1 kJ/mol
largest force on an atom: 6.217 eV/A

Last column: Mulliken spin population.
Atoms and positions in Å:
C -1.2427 -2.3593 -0.8394  -0.01
N -1.3989 1.0077 -0.1896  1.04
P 1.4761 0.0040 1.4665  0.27
P 1.2467 3.1968 0.0390  0.32
P -0.0977 1.3616 0.4561  0.37
H -1.7251 -1.8559 -1.7184  0.00
H -1.8282 -2.5200 -0.0532  0.00
H -0.4549 -1.8193 -0.5902  0.00
H -1.0369 -3.3768 -1.1863  0.00
H 0.9355 -1.2089 0.6435  0.00
H 2.3638 0.4745 0.4589  0.01
H 1.6534 3.1382 1.2756  -0.01
H 0.1087 3.9575 0.2375  0.00

***

Entry 4:
ORCA calculation (ωB97M-V with the def2-TZVPD basis set) on an isolated molecule of C24H35NO6.

Calculated values
SMILES string: COc1cc(OCC(=O)NC(C)C)cc2c1C(=O)O[C@@H](C)CCCC(=O)CCCCC2
total charge: 0
ΔE to the lowest compared entry with this formula, charge and spin: 3.9 kJ/mol
largest force on an atom: 0.742 eV/A

Last column: Mulliken charge in e.
Atoms and positions in Å:
C 3.5891 1.0947 1.6584  -0.96
O 2.4081 0.3261 1.6253  -0.42
C 2.0111 -0.2182 0.4484  0.68
C 2.7095 -0.0644 -0.7424  -0.23
C 2.2367 -0.6684 -1.9010  -0.11
O 2.8334 -0.5469 -3.1249  -0.55
C 4.0055 0.2324 -3.2213  -0.49
C 3.7809 1.7100 -2.8653  0.45
O 4.6436 2.3884 -2.3478  -0.68
N 2.5546 2.1468 -3.1897  -0.06
C 2.0429 3.4569 -2.8394  0.31
C 1.6063 4.1994 -4.0989  -1.51
C 0.8899 3.3074 -1.8486  -1.15
C 1.0794 -1.4365 -1.8622  -1.00
C 0.3807 -1.6128 -0.6780  0.57
C 0.8385 -0.9911 0.4820  -0.02
C 0.1742 -1.1698 1.8071  -0.03
O 0.0123 -2.2338 2.3528  -0.63
O -0.1994 0.0013 2.3169  -0.18
C -0.6883 0.0310 3.6663  0.26
C -0.6986 1.4954 4.0820  -1.69
C -2.0603 -0.6473 3.7973  -1.12
C -3.0551 -0.2083 2.7253  0.54
C -4.3585 -1.0020 2.8348  -0.92
C -5.3185 -0.7705 1.6869  0.09
O -6.4691 -0.4619 1.8775  -0.60
C -4.7654 -0.9423 0.2884  -0.55
C -4.0598 -2.2806 0.0485  -0.31
C -3.3678 -2.3182 -1.3162  -1.07
C -2.0266 -1.5808 -1.3307  -0.37
C -0.8954 -2.4047 -0.6997  -1.03
H 4.4655 0.4962 1.3922  0.36
H 3.5280 1.9635 0.9959  0.37
H 3.6865 1.4339 2.6883  0.27
H 3.6111 0.5220 -0.7607  0.57
H 4.3135 0.1637 -4.2688  0.35
H 4.8126 -0.1660 -2.5956  0.34
H 1.9037 1.4920 -3.5988  0.32
H 2.8775 3.9857 -2.3673  0.32
H 0.7939 3.6675 -4.5904  0.35
H 1.2620 5.1974 -3.8432  0.42
H 2.4380 4.2864 -4.7933  0.38
H 1.2081 2.7449 -0.9737  0.15
H 0.0590 2.7788 -2.3125  0.34
H 0.5427 4.2851 -1.5271  0.44
H 0.7408 -1.9032 -2.7733  0.55
H 0.0262 -0.5271 4.2872  0.39
H 0.2978 1.9137 3.9690  0.40
H -1.3809 2.0613 3.4547  0.35
H -1.0068 1.5842 5.1196  0.42
H -2.4516 -0.4310 4.7924  0.51
H -1.9136 -1.7263 3.7185  0.39
H -3.2751 0.8561 2.8239  0.26
H -2.5967 -0.3695 1.7498  -0.36
H -4.8733 -0.7471 3.7635  0.44
H -4.1321 -2.0711 2.8641  0.46
H -4.0700 -0.1190 0.1089  0.35
H -5.5944 -0.8335 -0.4146  0.46
H -3.3180 -2.4677 0.8236  0.18
H -4.8037 -3.0780 0.1006  0.37
H -3.1962 -3.3573 -1.6039  0.39
H -4.0327 -1.8771 -2.0620  0.41
H -2.1146 -0.6291 -0.8019  0.17
H -1.7539 -1.3518 -2.3628  0.54
H -1.1627 -2.7049 0.3114  0.63
H -0.7465 -3.3097 -1.2920  0.49

***

For reference, DFT total energy by record: -35642.8425; -53463.3299; -30517.1060; -39232.2906 eV.